[1]
{
  "formula": "C5H11N2",
  "method": "ωB97M-V/def2-TZVPD",
  "species": ["C", "C", "C", "C", "C", "N", "N", "H", "H", "H", "H", "H", "H", "H", "H", "H", "H", "H"],
  "xyz": [[-0.35342, 1.40880, -0.22284], [-0.30606, -1.12248, -0.64468], [1.18374, 1.11741, -0.17251], [1.01487, -1.28446, 0.19739], [-0.96321, 0.10789, -0.05984], [-2.11083, -0.08643, 0.50225], [1.22533, 0.05893, 0.79393], [-0.83159, 2.10357, 0.69026], [-0.78436, 1.79708, -1.21057], [-0.05193, -1.10092, -1.66666], [-0.99779, -1.97531, -0.49350], [1.55804, 0.84361, -1.20439], [1.67260, 1.95591, 0.36579], [0.80762, -2.05425, 0.98401], [1.73880, -1.37767, -0.57003], [-2.47871, 0.65943, 0.97273], [-2.48295, -1.03018, 0.57946], [2.15986, -0.02091, 1.15920]],
  "forces_ev_per_a": [[-1.39, 2.39, 0.90], [-0.81, -0.56, 2.34], [-1.09, 1.14, 0.25], [-2.44, 1.29, 0.09], [-0.78, -2.24, -1.45], [1.81, -1.79, -1.09], [1.05, -2.05, 0.75], [1.75, -1.45, -2.47], [0.76, -0.21, 1.16], [0.00, 0.62, -1.29], [0.50, 0.32, -0.20], [0.00, 0.61, 1.03], [0.00, -0.22, -1.26], [1.02, 0.61, -0.86], [1.33, -1.37, -0.17], [-1.78, 2.03, 1.61], [-0.19, 0.46, 0.07], [0.25, 0.42, 0.60]],
  "nbo_charge": [-0.501, -0.505, -0.237, -0.208, 0.555, -0.630, -0.628, 0.249, 0.287, 0.263, 0.227, 0.197, 0.253, 0.239, 0.202, 0.416, 0.434, 0.388],
  "homo_lumo_gap_ev": 9.611,
  "charge": 1,
  "relative_energy_ev": 1.2261,
  "total_energy_ev": -8335.89286
}



[2]
{
  "formula": "C39H33AsCl3F10N6O9SSi2TeTi",
  "method": "ωB97M-V/def2-TZVPD",
  "species": ["Ti", "C", "C", "C", "C", "C", "C", "C", "S", "O", "O", "N", "C", "C", "C", "C", "C", "N", "H", "H", "H", "H", "H", "H", "H", "H", "H", "H", "H", "O", "C", "C", "O", "C", "C", "O", "C", "O", "O", "F", "As", "F", "F", "F", "F", "F", "F", "C", "C", "F", "C", "C", "C", "F", "C", "C", "C", "N", "C", "N", "F", "C", "C", "N", "C", "N", "C", "Si", "C", "C", "C", "Te", "C", "Si", "C", "C", "C", "H", "H", "H", "H", "H", "H", "H", "H", "H", "H", "H", "H", "H", "H", "H", "H", "H", "H", "H", "H", "H", "H", "Cl", "C", "Cl", "Cl", "C", "O", "O"],
  "xyz": [[-0.37393, -1.85295, 0.09704], [-7.36463, 1.97020, -3.80568], [-6.30249, 1.04850, -3.27125], [-5.72761, 1.26912, -2.02407], [-4.72749, 0.44099, -1.54085], [-4.29815, -0.61303, -2.32876], [-4.86754, -0.87146, -3.56516], [-5.86989, -0.03807, -4.02963], [-3.02907, -1.67761, -1.70362], [-3.57829, -1.93801, -0.35148], [-2.90003, -2.80044, -2.57842], [-1.68927, -0.85494, -1.45242], [-1.18547, 0.09583, -2.35140], [-1.71672, 0.42539, -3.60854], [-1.15252, 1.44830, -4.34049], [-0.04203, 2.12266, -3.84653], [0.44878, 1.69367, -2.63254], [-0.10710, 0.72951, -1.89776], [-7.74095, 2.63179, -3.02673], [-8.20453, 1.40599, -4.21274], [-6.96315, 2.58972, -4.61006], [-6.06956, 2.09888, -1.41742], [-4.28832, 0.60251, -0.56396], [-4.51475, -1.71303, -4.14643], [-6.31730, -0.22799, -4.99798], [-2.53999, -0.10667, -4.04378], [-1.54929, 1.68738, -5.31980], [0.44929, 2.89997, -4.41558], [1.34099, 2.14725, -2.20899], [5.77688, -1.35093, 1.32166], [4.64231, -1.50597, 0.96592], [3.59859, -0.47476, 0.75479], [3.68070, 0.80460, 1.06343], [2.40584, -1.06913, 0.40185], [2.46206, -2.47800, 0.59139], [1.38652, -3.09351, 0.68060], [3.90004, -2.86581, 0.85368], [4.34817, -3.94695, 1.08731], [1.23990, -0.51312, 0.32055], [-1.13260, -3.41592, -0.02777], [-4.31854, -2.98198, 1.21700], [-4.57431, -1.42188, 1.87684], [-2.74585, -2.99928, 1.89033], [-5.01164, -3.81867, 2.53751], [-3.97089, -4.40302, 0.32669], [-5.82511, -2.84658, 0.38053], [0.42556, -1.69651, -4.90581], [1.29726, -0.68608, -5.06804], [1.06038, 0.21782, -6.07894], [-0.03668, 0.02172, -6.83392], [1.88209, 1.32640, -6.32805], [3.01450, 1.37896, -5.50193], [3.24601, 0.47420, -4.48839], [4.31374, 0.67516, -3.69282], [2.38948, -0.58558, -4.21462], [2.55741, -1.48876, -3.06254], [1.49170, -1.86324, -2.30261], [0.56416, -2.19364, -1.66506], [3.80372, -1.91728, -2.55434], [4.82410, -2.26553, -2.13662], [3.87564, 2.40606, -5.61593], [1.54090, 2.34961, -7.28688], [0.20383, 2.56284, -7.68809], [-0.88378, 2.77279, -8.02794], [2.47440, 3.28023, -7.79602], [3.19948, 4.06051, -8.24948], [4.72879, 0.67174, 4.24863], [4.02739, 2.38236, 4.52021], [5.40760, 3.61489, 4.80864], [2.83327, 2.38301, 5.95495], [3.08685, 2.91378, 2.96308], [1.95369, 1.33543, 2.11257], [1.15133, 2.50224, 0.58871], [-0.26449, 3.75793, 0.91105], [0.38254, 5.38088, 0.23110], [-0.60690, 3.95530, 2.74080], [-1.77578, 3.20468, -0.02187], [5.28961, 0.34510, 5.12738], [5.40156, 0.63184, 3.38967], [3.93647, -0.06628, 4.09033], [5.99317, 3.31609, 5.68096], [5.02045, 4.61898, 4.99058], [6.08401, 3.65982, 3.95339], [3.34961, 2.14384, 6.88700], [2.04402, 1.64350, 5.81944], [2.35736, 3.35834, 6.07779], [3.75882, 3.21386, 2.15408], [2.40127, 3.74324, 3.15475], [0.82438, 1.75406, -0.13724], [2.01500, 3.03721, 0.18381], [1.29240, 5.69150, 0.75005], [-0.35868, 6.17423, 0.34638], [0.61288, 5.29259, -0.83291], [0.19639, 4.47603, 3.26816], [-0.79195, 2.99588, 3.22609], [-1.51667, 4.54567, 2.87334], [-1.52292, 2.92290, -1.04454], [-2.51152, 4.01172, -0.07179], [-2.23591, 2.35012, 0.47664], [-1.97199, -0.01824, 7.01213], [-0.35376, 0.07210, 3.31460], [-0.64509, 0.80778, 4.82318], [0.59010, -1.38516, 3.39980], [-1.42884, 0.11818, 2.29609], [-2.34386, 0.89863, 2.38768], [-1.22436, -0.65184, 1.23670]],
  "forces_ev_per_a": [[-0.14, 1.17, -1.30], [0.02, -0.02, 0.00], [-0.02, -0.03, -0.04], [0.02, 0.02, 0.04], [0.04, 0.06, -0.01], [0.17, 0.10, -0.08], [0.02, -0.03, 0.03], [0.01, 0.03, 0.03], [-0.67, 0.01, 0.06], [0.65, -0.17, 0.36], [0.00, 0.05, -0.03], [-0.17, -0.51, 0.42], [0.17, 0.24, -0.15], [-0.03, -0.14, 0.02], [0.04, 0.10, 0.02], [-0.06, -0.02, 0.01], [-0.02, 0.01, -0.03], [-0.04, 0.10, 0.14], [0.00, 0.01, 0.01], [-0.01, 0.00, 0.00], [-0.01, 0.01, 0.00], [0.00, 0.00, 0.00], [0.00, 0.01, 0.02], [-0.01, -0.01, -0.01], [0.00, 0.00, 0.00], [-0.10, -0.20, 0.01], [-0.01, 0.04, 0.00], [-0.02, 0.02, 0.02], [0.03, 0.00, -0.05], [0.01, 0.00, -0.01], [-0.02, 0.01, 0.00], [-0.20, -0.25, -0.14], [-0.13, 0.25, 0.18], [-0.15, 0.23, 0.22], [-0.62, -0.34, 0.17], [0.46, -0.04, 0.01], [0.13, -0.14, 0.05], [-0.03, 0.09, -0.05], [0.31, -0.10, 0.31], [0.02, 0.18, 0.38], [-0.39, 0.10, -0.42], [0.02, -0.06, 0.00], [-0.02, 0.04, 0.14], [0.02, 0.04, -0.04], [0.04, 0.03, 0.02], [0.10, -0.04, 0.06], [-0.02, -0.01, 0.01], [0.08, -0.05, -0.04], [0.09, -0.02, -0.08], [0.00, -0.04, -0.02], [0.01, -0.01, 0.01], [-0.06, -0.01, -0.01], [-0.01, 0.00, 0.08], [-0.02, 0.00, -0.01], [-0.02, -0.06, 0.06], [-0.14, 0.03, 0.34], [-0.12, 0.18, -0.44], [0.27, -0.29, -0.11], [0.24, 0.04, -0.34], [-0.04, -0.06, 0.18], [0.01, 0.03, -0.01], [-0.02, 0.09, -0.02], [0.06, -0.07, -0.09], [-0.06, 0.03, 0.07], [-0.02, -0.03, 0.06], [0.05, 0.00, -0.04], [0.01, 0.03, 0.00], [0.07, -0.02, 0.03], [-0.02, -0.04, 0.00], [0.06, 0.06, -0.05], [-0.05, 0.02, 0.00], [0.14, 0.20, -0.13], [-0.01, -0.01, -0.01], [0.00, 0.02, 0.05], [0.00, -0.05, -0.02], [0.00, -0.01, -0.06], [0.03, 0.03, 0.05], [-0.01, 0.02, 0.02], [-0.03, -0.02, -0.03], [0.00, -0.02, 0.00], [0.01, 0.02, 0.01], [-0.01, 0.01, 0.00], [0.00, -0.01, -0.02], [0.00, -0.01, 0.00], [-0.09, -0.06, 0.00], [-0.01, 0.01, 0.01], [0.00, -0.03, -0.01], [-0.02, -0.03, 0.02], [-0.10, -0.02, 0.00], [0.03, -0.04, 0.04], [0.02, 0.01, 0.00], [-0.02, 0.01, 0.01], [0.01, 0.01, -0.01], [0.02, -0.02, 0.00], [-0.03, -0.03, 0.02], [-0.01, 0.01, -0.01], [0.02, -0.03, -0.04], [0.01, 0.01, 0.06], [-0.02, -0.07, -0.02], [0.01, 0.04, 0.06], [-0.08, -0.01, 0.11], [0.05, -0.11, -0.16], [0.01, -0.08, 0.08], [0.20, 0.20, -0.09], [-0.16, 0.13, -0.05], [0.25, -0.75, 0.16]],
  "lowdin_spin": [0.000, 0.000, 0.000, 0.000, 0.000, 0.000, 0.000, 0.000, 0.000, 0.000, 0.000, 0.000, 0.000, 0.000, 0.000, 0.000, 0.000, 0.000, 0.000, 0.000, 0.000, 0.000, 0.000, 0.000, 0.000, 0.000, 0.000, 0.000, 0.000, 0.000, 0.001, 0.003, 0.021, 0.001, 0.000, 0.000, 0.000, 0.000, 0.003, 0.000, 0.000, 0.000, 0.000, 0.000, 0.000, 0.000, 0.000, 0.000, 0.000, 0.000, 0.000, 0.000, 0.000, 0.000, 0.000, 0.000, 0.000, 0.000, 0.000, 0.000, 0.000, 0.000, 0.000, 0.000, 0.000, 0.000, 0.001, 0.000, 0.000, 0.001, 0.005, 0.031, 0.001, 0.000, 0.000, 0.000, 0.000, 0.000, 0.000, 0.001, 0.000, 0.000, 0.000, 0.000, 0.001, 0.000, 0.000, 0.001, 0.000, 0.000, 0.000, 0.000, 0.000, 0.000, 0.000, 0.000, 0.000, 0.000, 0.000, 0.416, 0.198, 0.195, 0.031, 0.030, 0.045, 0.009],
  "homo_lumo_gap_ev": [4.411, 3.630],
  "multiplicity": 2,
  "charge": -2,
  "relative_energy_ev": 3.4990,
  "total_energy_ev": -250932.80216
}